1.
{
  "formula": "C4H6Cl5OP",
  "method": "the ωB97M-V functional and the def2-TZVPD basis",
  "e_homo_ev": -10.75,
  "lumo_ev": 0.372,
  "multiplicity": 1,
  "smiles": "CC(C)(C(Cl)(Cl)Cl)P(=O)(Cl)Cl",
  "de_lowest_ev": 0.000,
  "total_energy_ha": -2873.66013,
  "orbital_gap_ha": 0.409,
  "symbols": ["Cl", "Cl", "Cl", "Cl", "Cl", "P", "O", "C", "C", "C", "C", "H", "H", "H", "H", "H", "H"],
  "coordinates": [[-2.69035, 0.75060, 0.51964], [-0.60147, 2.67819, 0.12404], [-0.53005, 0.96475, 2.41980], [2.69886, -0.65420, -0.95929], [2.02895, -0.94701, 2.05144], [1.65301, 0.23209, 0.49241], [2.12319, 1.59360, 0.70440], [-0.94205, 1.03995, 0.69930], [-0.13874, -0.00905, -0.05899], [-0.58498, -1.42369, 0.28540], [-0.21657, 0.23273, -1.56316], [0.17154, -0.62842, -2.10081], [-1.25378, 0.38760, -1.85536], [0.35944, 1.11165, -1.84810], [-0.68402, -1.56001, 1.35982], [0.15096, -2.13303, -0.08858], [-1.54393, -1.63576, -0.18196]],
  "atomic_forces_ev_per_a": [[-0.081, -0.029, -0.013], [-0.206, 0.166, -0.024], [-0.417, 0.161, 0.403], [0.257, -0.473, -0.420], [0.134, -0.563, 0.321], [-0.117, 0.452, -0.322], [-0.039, 0.225, 0.008], [-0.268, 0.492, 0.223], [0.735, -0.207, 0.066], [-0.011, -0.109, 0.118], [0.173, 0.081, -0.175], [-0.027, -0.025, 0.004], [-0.063, -0.004, 0.028], [-0.056, -0.026, -0.116], [-0.015, -0.062, 0.004], [0.004, -0.086, -0.033], [-0.002, 0.007, -0.073]],
  "mulliken_charge": [-0.1171, -0.0831, -0.0813, -0.2256, -0.1865, 1.0103, -0.5747, 0.6248, 0.6796, -1.9308, -1.9537, 0.5017, 0.4259, 0.5185, 0.4456, 0.4465, 0.4999]
}

---

2.
{
  "formula": "C9H7N2O5Re",
  "method": "the ωB97M-V functional and the def2-TZVPD basis",
  "e_homo_ev": [-21.36, -22.49],
  "lumo_ev": [-12.241, -16.394],
  "charge": 3,
  "multiplicity": 4,
  "total_energy_ha": -909.86421,
  "orbital_gap_ha": [0.335, 0.224],
  "symbols": ["Re", "O", "O", "O", "O", "O", "N", "N", "C", "C", "C", "C", "C", "C", "C", "C", "C", "H", "H", "H", "H", "H", "H", "H"],
  "coordinates": [[1.53390, -0.01685, 0.88471], [2.92036, 2.13488, -0.97035], [0.66148, 2.19135, 2.96939], [5.55618, 1.23999, 0.96796], [0.31085, -2.21622, 2.82123], [2.08066, -2.29283, -1.24056], [-0.42305, 0.22767, -0.07026], [-2.30136, -0.29712, -1.09259], [-1.15926, 1.40082, -0.23855], [2.40129, 1.34322, -0.28894], [-1.14427, -0.78283, -0.59515], [4.50577, 0.80377, 1.06478], [1.88518, -1.45576, -0.45618], [0.98729, 1.38368, 2.20327], [0.87474, -1.43108, 2.17034], [-2.31210, 1.07645, -0.87553], [-3.34955, -1.06104, -1.76027], [-4.30311, -0.94687, -1.23088], [-0.78918, 2.35869, 0.11200], [-0.87020, -1.84151, -0.63517], [2.60250, -0.71687, 2.00322], [-3.11545, 1.72440, -1.17778], [-3.48390, -0.70934, -2.79059], [-3.06878, -2.11659, -1.77410]],
  "atomic_forces_ev_per_a": [[0.439, -1.075, 1.471], [-2.514, -3.608, 3.054], [1.314, -3.491, -3.330], [-3.032, -1.322, 0.341], [3.090, 3.472, -2.708], [-1.008, 3.781, 3.551], [-0.275, 1.110, 0.078], [-0.434, 2.371, 0.122], [3.988, -1.274, 1.716], [2.941, 5.250, -4.708], [-0.438, 0.804, -0.008], [3.563, 1.257, -0.054], [1.989, -5.322, -4.928], [-1.486, 5.069, 4.978], [-4.315, -4.196, 3.152], [-2.843, -2.981, -1.889], [-0.945, -0.625, -0.596], [0.286, 0.015, 0.038], [-0.211, 0.005, -0.121], [-0.124, 0.351, 0.023], [0.225, 0.189, -0.260], [-0.383, 0.057, -0.170], [0.192, -0.007, 0.224], [-0.021, 0.171, 0.024]],
  "mulliken_charge": [1.3287, -0.1772, -0.1465, -0.0375, -0.1740, -0.1604, -0.2562, 0.0833, -0.1741, 0.1455, 0.0061, 0.1954, 0.1978, 0.1721, 0.3579, -0.3795, -0.7185, 0.3731, 0.4717, 0.3895, 0.3244, 0.4999, 0.3799, 0.2984]
}

---

3.
{
  "formula": "C15H17FNO",
  "method": "the ωB97M-V functional and the def2-TZVPD basis",
  "e_homo_ev": -12.56,
  "lumo_ev": -2.851,
  "charge": 1,
  "multiplicity": 1,
  "smiles": "OCC[NH2+][C@H](c1ccccc1)c1ccc(F)cc1",
  "de_lowest_ev": 2.317,
  "total_energy_ha": -811.35505,
  "orbital_gap_ha": 0.357,
  "symbols": ["F", "O", "N", "C", "C", "C", "C", "C", "C", "C", "C", "C", "C", "C", "C", "C", "C", "C", "H", "H", "H", "H", "H", "H", "H", "H", "H", "H", "H", "H", "H", "H", "H", "H", "H"],
  "coordinates": [[-1.33662, -5.35123, -0.60989], [1.52880, 2.21430, -3.31476], [0.44871, 0.60514, -1.05676], [-1.85542, -3.07231, -1.01878], [-0.02811, 0.44626, -2.53219], [1.08790, 2.35951, 3.73282], [0.20798, 1.62850, -3.47748], [-1.63576, -1.72532, -0.71728], [0.22108, 2.92368, 2.78461], [0.12187, -2.27913, 0.77727], [-0.31240, 0.23586, 0.11220], [-0.57102, -1.29284, 0.06878], [1.31820, 0.97744, 3.64970], [-0.26509, 2.15328, 1.72628], [0.13367, 0.83721, 1.51147], [-0.14607, -3.64603, 0.59864], [-1.11616, -4.02050, -0.32171], [0.78455, 0.21427, 2.58295], [-0.54210, 2.43558, -3.32473], [-1.08649, 0.23875, -2.59329], [0.94352, -2.03647, 1.46069], [1.03013, -0.84509, 2.60447], [1.24175, -0.09339, -1.07063], [1.31104, 2.91378, 4.65887], [-0.06081, 3.97582, 2.85708], [-1.24363, 0.71771, -0.08088], [0.47021, -0.42536, -2.93603], [-0.88368, 2.61971, 0.96128], [1.68202, 2.78091, -4.10578], [0.10918, 1.24859, -4.51749], [0.43862, -4.41400, 1.11235], [-2.29220, -0.97613, -1.15503], [1.94275, 0.50212, 4.42282], [-2.55488, -3.36402, -1.81564], [0.90848, 1.51340, -0.97395]],
  "atomic_forces_ev_per_a": [[0.389, 1.629, 0.514], [-0.826, -0.329, -0.600], [3.936, -0.887, -2.278], [-0.131, 0.155, 0.035], [-0.281, 0.245, -0.288], [-1.363, -0.562, 0.233], [0.625, 1.204, 0.024], [-0.054, -0.216, -0.757], [0.156, -0.059, 0.099], [0.840, -0.451, -0.007], [-2.000, -1.633, 2.917], [-0.441, 0.231, 0.491], [-0.204, 0.187, -0.217], [0.705, 0.790, -0.569], [-0.236, -0.134, -0.599], [-0.013, 0.097, -0.160], [-0.177, -0.824, -0.607], [1.511, 0.069, 0.219], [0.257, -0.581, -0.013], [-0.270, -0.061, 0.468], [-0.474, -0.227, -0.655], [-0.143, 0.564, -0.017], [-0.502, 1.185, 0.191], [0.423, -0.220, -0.803], [-0.016, -0.369, 0.027], [-1.062, 0.190, 0.156], [0.233, -0.178, 0.241], [0.000, 0.144, 0.198], [-0.018, -0.535, 0.937], [-0.192, 0.007, 0.702], [-0.277, 0.347, -0.111], [0.084, -0.185, -0.136], [-0.565, 0.067, -0.482], [0.173, 0.054, 0.728], [-0.089, 0.288, 0.120]],
  "mulliken_charge": [-0.2942, -0.5267, -0.0064, -0.7633, -0.3511, -0.5398, -0.6718, -0.3458, -0.5075, -0.1692, -0.1215, 0.0259, -0.7336, -0.4223, 0.5843, -0.8413, 0.3582, -0.2103, 0.3277, 0.2100, 0.3312, 0.0745, 0.5308, 0.3489, 0.3708, 0.5541, 0.4061, 0.3159, 0.3368, 0.4032, 0.4393, 0.5272, 0.3677, 0.4249, 0.5673]
}